C15H17CuI2N2O2 | ωB97M-V/def2-TZVPD

Summary:
- frontier orbital gap (hartree) = 0.27055
- LUMO (eV) = 0.11
- electronic energy (eV) = -83746.0595

Structure (ORCA input):
```
! RIJCOSX wB97M-V def2-TZVPD def2/J DEFGRID3
* xyz 0 1
Cu -0.861 0.081 -0.589
I 2.469 2.092 5.834
C 1.223 1.852 4.184
C -0.149 1.771 4.335
C -1.040 1.617 3.282
I -3.186 1.567 3.516
C -0.512 1.382 1.957
O -1.364 1.303 0.959
C 0.841 1.389 1.806
C 1.458 1.439 0.398
N 1.474 0.045 -0.096
C 2.127 0.029 -1.439
C 1.152 -0.242 -2.608
C 1.694 -0.448 -3.886
C 0.802 -0.567 -4.933
C -0.645 -0.664 -4.688
C -1.018 -0.464 -3.413
N -0.137 -0.143 -2.433
C 1.671 1.631 2.897
H -0.576 1.859 5.316
H 0.822 2.032 -0.238
H 2.480 1.894 0.558
H 1.869 -0.573 0.585
H 2.663 0.952 -1.788
H 2.940 -0.717 -1.546
H 2.744 -0.422 -4.039
H 1.123 -0.897 -5.913
H -1.441 -0.876 -5.449
H -2.082 -0.598 -3.137
H 2.811 1.676 2.730
C -1.473 -2.738 0.919
C -2.741 -1.891 0.871
O -2.598 -0.688 0.080
H -1.569 -3.564 1.627
H -0.605 -2.181 1.277
H -1.264 -3.086 -0.070
H -3.073 -1.462 1.863
H -3.567 -2.480 0.498
H -2.463 0.090 0.774
*
```

C15H17F9O8S | ωB97M-V/def2-TZVPD

Summary:
- frontier orbital gap (hartree) = 0.32694
- LUMO (eV) = -1.31
- structure (SMILES) = CCOCC[C@@]1(CCOC(C)=O)OC(=O)O[C@H]1S(=O)(=O)C(F)(F)C(F)(F)C(F)(F)C(F)(F)F
- electronic energy (eV) = -67487.5954

Structure (ORCA input):
```
! RIJCOSX wB97M-V def2-TZVPD def2/J DEFGRID3
* xyz 0 1
C 3.292 4.483 -1.990
C 2.297 3.437 -2.834
O 2.003 2.259 -2.003
C 0.722 1.618 -2.394
C -0.020 1.192 -0.957
C -1.374 0.296 -1.176
C -2.794 0.885 -0.573
C -2.641 1.698 0.847
O -3.712 1.370 1.836
C -3.000 0.860 3.037
C -2.528 -0.740 2.947
O -2.783 1.617 4.136
O -1.622 0.349 -2.640
C -2.597 -0.762 -2.853
O -3.523 -0.778 -3.833
O -2.347 -1.770 -1.772
C -1.425 -1.269 -0.698
S 0.053 -2.391 -0.934
O -0.289 -3.404 -2.096
O 1.360 -1.686 -1.364
C 0.201 -3.439 0.624
F -0.143 -4.863 0.258
F -0.737 -3.064 1.708
C 1.705 -3.484 1.276
F 2.661 -4.202 0.354
F 1.602 -4.371 2.494
C 2.328 -2.025 1.690
F 1.353 -0.903 1.675
F 3.495 -1.793 0.759
C 3.006 -2.004 3.218
F 4.069 -3.027 3.390
F 1.956 -2.030 4.276
F 3.680 -0.658 3.340
H 2.847 4.558 -0.893
H 4.396 4.044 -1.899
H 3.301 5.557 -2.510
H 2.930 3.094 -3.778
H 1.345 4.074 -3.130
H 0.992 0.630 -2.983
H 0.032 2.331 -3.053
H -0.203 2.227 -0.402
H 0.825 0.649 -0.325
H -3.292 1.630 -1.347
H -3.611 0.041 -0.382
H -1.602 1.575 1.377
H -2.806 2.853 0.596
H -3.355 -1.270 2.299
H -2.494 -1.266 3.992
H -1.465 -0.715 2.426
H -2.088 -1.414 0.263
*
```

C15H17IrN6OS2 | ωB97M-V/def2-TZVPD

Summary:
- frontier orbital gap (spin up / spin down) (hartree) = 0.31798 / 0.22748
- LUMO (spin up / spin down) (eV) = -5.29 / -8.70
- electronic energy (eV) = -51312.3193

Structure (ORCA input):
```
! RIJCOSX wB97M-V def2-TZVPD def2/J DEFGRID3
* xyz 2 5
Ir 0.393 0.580 0.792
S 1.992 2.440 4.731
C 1.251 0.934 5.041
C 0.792 0.388 3.890
N 1.037 1.157 2.773
C 1.668 2.272 3.088
H 1.188 0.531 6.037
H 0.281 -0.556 3.786
H 1.965 3.005 2.354
C 1.902 -1.732 -2.472
N 1.760 -0.334 -2.872
C 1.461 0.106 -4.142
C 1.471 1.460 -4.118
N 1.751 1.822 -2.822
C 1.933 0.724 -2.070
S 2.413 0.698 -0.403
H 1.741 -2.351 -3.350
H 1.161 -1.970 -1.711
H 2.905 -1.898 -2.085
H 1.289 -0.579 -4.953
H 1.308 2.182 -4.897
H 1.866 2.760 -2.473
N -2.090 4.014 -0.041
C -1.721 2.821 0.419
N -2.595 2.073 1.095
O -0.524 2.433 0.201
H -3.010 4.395 0.103
H -1.405 4.580 -0.512
H -3.541 2.375 1.261
H -2.333 1.152 1.407
N -2.871 -5.962 -0.288
C -2.364 -4.944 -0.132
C -1.728 -3.675 0.063
C -2.320 -2.519 -0.450
C -1.701 -1.298 -0.266
C -0.488 -1.203 0.444
C 0.104 -2.388 0.927
C -0.515 -3.611 0.751
H -3.254 -2.592 -0.988
H -2.164 -0.412 -0.687
H 1.058 -2.355 1.441
H -0.068 -4.519 1.131
*
```

C15H17N2O5SW | ωB97M-V/def2-TZVPD

Summary:
- frontier orbital gap (spin up / spin down) (hartree) = 0.21023 / 0.16667
- LUMO (spin up / spin down) (eV) = -4.81 / -6.00
- electronic energy (eV) = -41699.3958

Structure (ORCA input):
```
! RIJCOSX wB97M-V def2-TZVPD def2/J DEFGRID3
* xyz 1 3
W 0.406 1.621 -0.147
N -0.460 3.675 -0.691
C 0.665 4.356 -1.460
C 1.618 3.221 -1.213
O 2.061 3.084 -0.037
O 1.420 2.164 -1.913
H -1.311 3.655 -1.248
H -0.666 4.214 0.146
H 0.965 5.290 -1.000
H 0.404 4.482 -2.505
N -0.792 0.293 -1.372
C 0.029 -0.928 -1.329
C -0.448 -2.144 -1.775
C 0.238 -3.295 -1.418
C 1.383 -3.219 -0.629
C 1.941 -1.987 -0.310
C 1.222 -0.853 -0.630
S 1.944 -4.641 0.313
O 3.352 -4.392 0.519
O 1.582 -5.783 -0.490
O 1.102 -4.404 1.482
H -0.913 0.618 -2.332
H -1.719 0.085 -0.997
H -1.380 -2.195 -2.327
H -0.136 -4.277 -1.681
H 2.854 -1.958 0.273
H 1.708 0.073 -0.225
C 0.809 1.385 1.942
C -0.448 0.652 1.847
C -1.599 1.392 1.488
C -2.798 0.726 1.174
C -2.835 -0.652 1.188
C -1.696 -1.400 1.544
C -0.521 -0.764 1.860
H 1.685 0.800 2.209
H 0.778 2.342 2.458
H -1.611 2.464 1.664
H -3.693 1.298 0.966
H -3.759 -1.168 0.960
H -1.736 -2.482 1.573
H 0.355 -1.346 2.123
*
```